Computed, not measured: the ion C8H14BrN2 with charge +1 at a distorted geometry, with wB97M-V/def2-TZVPD.

Computed properties:
* total energy: -81538.57663 eV
* gap between HOMO and LUMO: 10.14 eV
* relative energy (zero: lowest compared OMol25 entry of this formula, charge and spin): 0.00 kJ/mol
* structure (SMILES): Cc1c[nH+]c(Br)n1C(C)(C)C

Structure (ORCA input):
```
! RIJCOSX wB97M-V def2-TZVPD def2/J DEFGRID3
* xyz 1 1
C 2.25631 1.29516 0.42142
C 1.03869 1.09463 -0.08268
C 1.61064 -0.78303 0.95266
C 0.22070 2.19315 -0.79733
C -1.68441 0.10736 0.96369
C -0.94213 -2.18807 0.05042
C -1.04450 -0.35225 -1.65369
C -0.80334 -0.69139 -0.14696
N 0.65526 -0.20392 0.14078
N 2.66322 0.11495 1.06093
Br 1.82276 -2.49227 1.75936
H 2.80465 2.22210 0.56059
H -0.45674 2.55855 -0.06236
H 0.80190 3.04158 -1.05398
H -0.16594 1.74682 -1.65524
H -1.43363 1.16986 1.21176
H -2.73511 0.20510 0.56430
H -1.69817 -0.51986 1.86217
H -0.24852 -2.75507 -0.65298
H -0.90015 -2.41667 1.11338
H -1.87058 -2.52608 -0.26528
H -0.12923 -0.29389 -2.17944
H -1.67564 -1.15832 -2.16440
H -1.51916 0.58710 -1.75270
H 3.43312 0.04445 1.80561
*
```

Computed, not measured: a cluster of 3 separate species, C29H52BF2N4OP in total at a distorted geometry, with wB97M-V/def2-TZVPD.

Computed properties:
* total energy: -54313.54296 eV
* gap between HOMO and LUMO: 7.79 eV
* structure (SMILES): CC[C@H](F)P(CN)(CC[C@H](C)CCC=C(C)C)(C[C@@H](C)F)B(O)N(C)C.c1ccncc1.c1ccncc1

Structure (ORCA input):
```
! RIJCOSX wB97M-V def2-TZVPD def2/J DEFGRID3
* xyz 0 1
C 3.86026 -1.57441 -1.82171
C 2.97621 -0.48533 -0.92512
C 1.51150 -0.13215 -1.56724
F 1.75391 1.08664 -2.43058
P 0.09060 0.13573 -0.32352
C -1.29695 0.54281 0.97429
N -0.81292 0.78045 2.36784
C -1.18849 0.33004 -1.78429
C -2.38889 -0.77686 -1.76061
C -3.88871 -0.22586 -2.11260
C -4.27438 1.24481 -1.51224
C -5.11794 -1.24310 -1.73172
C -5.12262 -1.81308 -0.20100
C -5.50130 -0.71423 0.96061
C -4.69236 -0.39955 2.17428
C -4.71722 1.12188 2.86502
C -3.74250 -1.50600 2.98332
C 0.30179 -1.53053 0.54191
C 0.62292 -2.83411 -0.37094
C 0.23245 -4.16755 0.56145
F -0.14525 -2.98182 -1.62002
B 0.89189 1.83018 0.23309
O 2.16563 1.95395 0.96529
N 0.15133 3.16492 -0.02839
C 0.60292 3.80982 -1.31575
C 0.41008 4.11576 1.15331
H 3.24294 -1.98583 -2.73585
H 4.79332 -0.99939 -2.29344
H 4.31457 -2.44473 -1.15049
H 3.61934 0.52034 -0.95737
H 2.97154 -0.82266 0.19330
H 1.28434 -0.99615 -2.35968
H -1.82879 1.54989 0.61516
H -2.14478 -0.26070 1.01972
H 0.04368 0.26665 2.64088
H -0.83552 1.77057 2.68132
H -1.52571 1.45024 -1.80658
H -0.59201 0.16258 -2.80541
H -2.13474 -1.56462 -2.62363
H -2.40111 -1.45017 -0.77436
H -3.92254 -0.11382 -3.30161
H -5.34826 1.28718 -0.99385
H -4.35729 2.00610 -2.42647
H -3.49654 1.71243 -0.77532
H -5.11207 -2.12781 -2.52808
H -6.14427 -0.67519 -1.90643
H -4.14937 -2.36728 0.13892
H -5.98778 -2.63544 -0.15571
H -6.50406 -0.08112 0.82690
H -5.82218 1.57148 2.90447
H -3.95825 1.86407 2.35989
H -4.38843 1.03900 4.00706
H -4.41539 -2.24570 3.62198
H -3.02731 -2.08018 2.23169
H -3.04305 -0.92218 3.74365
H -0.63385 -1.81453 1.22686
H 1.20280 -1.41651 1.31742
H 1.77907 -2.98660 -0.62174
H 0.43686 -3.91485 1.68555
H -0.94367 -4.33424 0.44694
H 0.78175 -5.14112 0.21203
H 2.17350 1.21461 1.65721
H -0.02819 4.81668 -1.42261
H 1.74909 4.03164 -1.39341
H 0.19822 3.11169 -2.19569
H 0.43867 3.51323 2.16669
H 1.36822 4.77389 0.97799
H -0.54524 4.82634 1.22223
N 1.11042 2.90089 5.13818
C 0.52509 3.65170 6.09683
C 0.98935 4.89618 6.49166
C 2.12569 5.40245 5.86961
C 2.75198 4.65187 4.87991
C 2.21079 3.41945 4.55103
H -0.35630 3.21209 6.55461
H 0.47767 5.45683 7.26567
H 2.51991 6.37389 6.15342
H 3.63951 5.01814 4.37653
H 2.66119 2.79766 3.78238
N 4.61144 -3.20029 -4.60597
C 5.11914 -2.80508 -5.79400
C 5.96595 -3.58299 -6.56724
C 6.31849 -4.84234 -6.09366
C 5.81327 -5.27680 -4.87255
C 4.97012 -4.42845 -4.17304
H 4.81740 -1.81360 -6.11894
H 6.34184 -3.21570 -7.51543
H 6.98120 -5.48012 -6.67134
H 6.06940 -6.25259 -4.47570
H 4.54704 -4.72342 -3.21685
*
```

Computed, not measured: a structure of composition C21H26FeN3O2S2 at a distorted geometry, with wB97M-V/def2-TZVPD.

Computed properties:
* total energy: -86806.87902 eV
* gap between HOMO and LUMO (spin up / spin down): 8.11 / 5.93 eV

Structure (ORCA input):
```
! RIJCOSX wB97M-V def2-TZVPD def2/J DEFGRID3
* xyz 2 6
Fe -0.63987 0.83905 -0.12032
S 3.75123 1.32665 1.54848
C 3.97113 1.27355 -0.17232
C 5.14633 1.28835 -0.90862
C 5.04983 1.23825 -2.28562
C 3.80763 1.18045 -2.92882
C 2.63623 1.15665 -2.20412
C 2.71293 1.19785 -0.81172
N 1.65623 1.16805 0.04608
C 2.03033 1.23025 1.30208
C 1.07083 1.19365 2.37398
C 1.46503 1.34125 3.70978
C 0.51313 1.33765 4.70658
C -0.83287 1.20285 4.39268
C -1.23037 1.03525 3.06748
C -0.28977 1.02835 2.06028
H 6.10413 1.34045 -0.41742
H 5.95363 1.24655 -2.87402
H 3.77603 1.15515 -4.00662
H 1.66153 1.10655 -2.66882
H 2.51403 1.46355 3.94138
H 0.81683 1.45385 5.73658
H -1.57717 1.22305 5.17308
H -2.28247 0.92205 2.84128
C -3.92937 0.41115 -0.99582
O -2.90517 1.31855 -0.61502
C -3.20887 2.67935 -0.91602
C -2.11257 3.52415 -0.26592
O -0.82027 3.14405 -0.72692
C -0.36567 3.83695 -1.88682
H -4.87647 0.69455 -0.53002
H -3.62537 -0.57065 -0.63542
H -4.05147 0.39135 -2.08162
H -4.18427 2.94895 -0.49442
H -3.24317 2.82625 -2.00342
H -2.10947 3.32695 0.81328
H -2.29697 4.58925 -0.44132
H -0.58747 4.90505 -1.81652
H -0.81517 3.44125 -2.80042
H 0.71253 3.69945 -1.93082
S -0.68237 -1.42935 -0.42142
C -0.67697 -3.15765 -0.35432
N -0.65337 -3.86005 -1.47152
C -0.72367 -5.31335 -1.50812
C -0.18477 -5.89565 -0.20572
C -0.80407 -5.19405 0.99798
N -0.72347 -3.75215 0.82448
H -0.62507 -3.37315 -2.35412
H -0.12537 -5.66515 -2.35172
H -1.76357 -5.61785 -1.67342
H 0.89893 -5.77835 -0.17692
H -0.41927 -6.95715 -0.16292
H -0.26487 -5.46055 1.91028
H -1.85387 -5.48365 1.12148
H -0.76327 -3.17755 1.65208
*
```

Computed, not measured: a cluster of 5 separate species, C6H22O4S2 in total, with wB97M-V/def2-TZVPD.

Computed properties:
* total energy: -36440.42354 eV
* gap between HOMO and LUMO: 9.13 eV
* structure (SMILES): CCCSSCCC.O.O.O.O

Structure (ORCA input):
```
! RIJCOSX wB97M-V def2-TZVPD def2/J DEFGRID3
* xyz 0 1
C -0.79011 -1.34717 -0.66085
C -0.08133 -2.64708 -0.30768
C -2.27694 -1.37927 -0.31975
S -2.61797 -1.47487 1.45202
S -2.69174 0.42540 2.09237
C -0.98651 0.95359 2.43041
C -0.44954 1.88863 1.35912
C 0.92041 2.44599 1.72618
H -0.67530 -1.13480 -1.72783
H -0.33488 -0.53156 -0.10661
H 0.95187 -2.65894 -0.66059
H -0.56914 -3.49443 -0.77706
H -0.04140 -2.82069 0.76488
H -2.74648 -2.25680 -0.75588
H -2.78805 -0.52768 -0.77031
H -0.34438 0.08254 2.53806
H -0.99012 1.46159 3.39975
H -0.38351 1.37104 0.39555
H -1.14815 2.71547 1.20332
H 1.65507 1.66073 1.83359
H 0.87881 3.02728 2.64893
H 1.29169 3.11908 0.95717
H 2.46320 -1.12465 -0.32554
H 3.17976 -0.24007 0.67972
O 2.29934 -0.45321 0.36094
H -2.05513 1.68539 -1.45816
H -0.69649 1.31826 -2.09539
O -1.56925 1.72068 -2.28278
H 1.97010 -2.34609 -2.51209
H 1.96015 -0.79952 -2.29099
O 2.50660 -1.61382 -2.16506
H 1.60038 1.59250 -2.01979
H 1.43083 0.58616 -0.85387
O 1.12822 0.79625 -1.75174
*
```

| no. | molar mass (g/mol) |
| --- | --- |
| 1 | 218.1 |
| 2 | 552.5 |
| 3 | 472.4 |
| 4 | 222.4 |